# 1
CHN2O3 | wB97M-V/def2-TZVPD

Summary:
- DFT total energy (eV) = -10172.7226
- energy above the lowest of the compared OMol25 structures with the same formula, charge and spin (kJ/mol) = 236.13
- SMILES = O=C([O-])n1[nH]o1
- HOMO level (eV) = -4.2
- Kohn-Sham gap (eV) = 8.58

```
! wB97M-V def2-TZVPD RIJCOSX def2/J DEFGRID3
* xyz -1 1
O -1.84 -0.12 -1.05
C -1.18 0.47 -0.22
O -1.28 1.52 0.36
N 0.00 -0.39 0.33
N 1.27 -0.40 -0.27
O 1.12 0.11 1.04
H 1.92 -1.20 -0.19
*
```

# 2
C33H33F4N6O10S | wB97M-V/def2-TZVPD

Summary:
- DFT total energy (eV) = -85846.8585
- HOMO level (eV) = -11.4
- Kohn-Sham gap (eV) = 5.83

```
! wB97M-V def2-TZVPD RIJCOSX def2/J DEFGRID3
* xyz 1 1
C 2.25 -0.82 5.43
C 2.41 -1.39 3.88
C 2.10 -0.14 2.82
C 0.59 -0.45 2.20
C -0.18 0.90 1.63
N -1.05 1.39 2.80
C -0.57 2.68 3.43
C -1.70 2.83 4.61
F -1.73 3.91 5.62
N -2.67 1.64 4.50
C -2.30 0.71 3.35
S -3.18 -0.85 2.80
O -2.25 -1.96 2.22
O -4.26 -0.58 1.67
C -4.11 -1.68 4.25
F -5.37 -0.97 4.58
F -3.22 -1.82 5.46
F -4.49 -3.08 3.87
H 1.31 -0.10 5.43
H 3.20 -0.15 5.63
H 2.15 -1.67 6.22
H 1.58 -2.25 3.78
H 3.43 -1.91 3.67
H 2.17 0.84 3.44
H 2.85 -0.19 1.90
H 0.63 -1.30 1.40
H -0.03 -0.90 3.12
H 0.61 1.75 1.35
H -0.82 0.62 0.67
H 0.34 3.37 3.14
H -3.48 1.50 5.16
C -1.55 -1.08 -5.08
C -0.79 -0.02 -5.56
C -0.44 1.03 -4.71
C -0.85 1.00 -3.37
C -1.62 -0.07 -2.89
C -1.97 -1.11 -3.75
N -0.46 2.08 -2.46
O 0.20 3.02 -2.93
O -0.81 2.00 -1.28
H -1.82 -1.90 -5.75
H -0.48 0.00 -6.60
H 0.15 1.86 -5.10
H -1.95 -0.11 -1.85
H -2.56 -1.95 -3.38
C 7.41 -6.55 4.36
C 6.76 -5.92 5.43
C 6.27 -4.62 5.27
C 6.43 -3.96 4.04
C 7.08 -4.59 2.98
C 7.57 -5.89 3.14
N 5.89 -2.61 3.87
O 5.34 -2.08 4.84
O 6.02 -2.07 2.76
H 7.78 -7.57 4.48
H 6.64 -6.44 6.37
H 5.77 -4.14 6.11
H 7.22 -4.10 2.02
H 8.08 -6.39 2.32
C 4.23 4.83 -7.48
C 3.15 4.54 -8.31
C 2.57 3.27 -8.28
C 3.07 2.30 -7.40
C 4.16 2.59 -6.57
C 4.74 3.86 -6.61
N 2.44 0.98 -7.34
O 1.49 0.75 -8.11
O 2.89 0.16 -6.53
H 4.68 5.82 -7.51
H 2.76 5.30 -8.99
H 1.72 3.06 -8.94
H 4.56 1.85 -5.89
H 5.58 4.10 -5.97
C -8.92 0.83 0.90
C -9.58 1.53 -0.11
C -8.88 1.92 -1.26
C -7.53 1.59 -1.39
C -6.87 0.89 -0.37
C -7.57 0.51 0.77
N -6.80 1.97 -2.60
O -7.41 2.61 -3.47
O -5.61 1.63 -2.69
H -9.47 0.52 1.79
H -10.63 1.78 0.00
H -9.41 2.47 -2.03
H -5.81 0.63 -0.46
H -7.07 -0.04 1.57
*
```

# 3
C4H11NOS | wB97M-V/def2-TZVPD

Summary:
- DFT total energy (eV) = -18695.6105
- energy above the lowest of the compared OMol25 structures with the same formula, charge and spin (kJ/mol) = 415.67
- HOMO level (eV) = -9.0
- Kohn-Sham gap (eV) = 9.50

```
! wB97M-V def2-TZVPD RIJCOSX def2/J DEFGRID3
* xyz 0 1
C -2.40 0.49 1.44
C 0.99 0.14 -1.62
C -0.76 1.18 -2.82
C 1.85 -1.83 2.27
N -0.18 0.63 -1.59
O -0.01 1.28 1.52
S -0.87 0.25 0.95
H -2.82 1.26 2.22
H -3.20 -0.09 1.09
H 1.40 -0.22 -0.62
H 1.53 0.07 -2.55
H 2.36 -2.14 3.27
H 0.13 1.28 -3.57
H -1.44 0.58 -3.39
H -1.26 2.22 -2.71
H 2.21 -2.39 1.39
H 0.77 -2.01 2.48
H 1.71 -0.73 2.24
*
```

- Which of these has the lowest Kohn-Sham gap?
  C33H33F4N6O10S

- Among the records above, which one has the lowest Kohn-Sham gap?
  C33H33F4N6O10S

- Look up the HOMO level of the third one.
  -9.0 eV

- Which formula does entry 1 have?
  CHN2O3